(1)
C3H6O2S in the gas phase in a non-equilibrium geometry, computed with wB97M-V/def2-TZVPD.

orbital gap: 10.1 eV
net charge: 0
multiplicity: 1
HOMO energy: -9.6 eV
lowest unoccupied orbital energy: 0.5 eV

Cartesian coordinates (Å):
C 0.92090 0.36206 0.34796
C -0.28277 1.34778 0.37116
C 0.09067 -0.66261 -0.41824
O -2.47514 -0.08440 -0.73634
O 0.65022 -2.23123 0.06771
S -1.52233 -0.09647 0.37031
H 1.63725 0.65388 -0.36618
H 1.58952 0.27393 1.33278
H -0.28991 1.90483 1.24029
H -0.26257 1.82866 -0.57914
H 0.18112 -0.68905 -1.52243
H -0.23696 -2.60738 -0.10788

Forces on atoms 1 to 3 (eV/Å):
C 0.52 0.44 0.65
C 0.79 -2.29 -0.45
C 2.22 -4.32 3.50

---

(2)
2 unconnected molecules or ions with the total composition C5H11NO2 in a non-equilibrium geometry, computed with wB97M-V/def2-TZVPD.

orbital gap (alpha / beta): 7.1 / 8.0 eV
net charge: 0
multiplicity: 1
HOMO energy (alpha / beta): -6.4 / -7.8 eV
lowest unoccupied orbital energy (alpha / beta): 0.8 / 0.2 eV

Cartesian coordinates (Å):
C 1.24256 -1.75394 0.42716
C -0.03759 0.33150 -1.26475
C -0.80335 2.49554 0.63377
C -0.18815 -1.31942 0.82106
C -0.41046 0.08075 0.16302
N -2.83043 -0.42657 -0.35785
O -3.00596 -1.51860 0.15584
O -0.56163 1.10962 1.00292
H 1.19290 -2.25438 -0.54512
H 2.05535 -0.99531 0.64381
H 1.49021 -2.49341 1.06548
H 0.05690 -0.54525 -1.90142
H 0.81091 1.03616 -1.61201
H -1.03586 0.70282 -1.58190
H 0.07410 2.99688 0.11044
H -0.99963 3.05634 1.54653
H -1.63565 2.58588 0.02784
H -0.31869 -1.31812 1.88032
H -0.86921 -2.11572 0.32639

Forces on atoms 1 to 3 (eV/Å):
C -0.40 1.93 -0.64
C -0.77 1.06 -1.04
C 2.61 -0.20 0.29

---

(3)
A molecular structure, C4H3O2Sm in a non-equilibrium geometry, computed with wB97M-V/def2-TZVPD.

orbital gap (alpha / beta): 4.1 / 5.6 eV
net charge: 0
multiplicity: 8
HOMO energy (alpha / beta): -5.2 / -6.8 eV
lowest unoccupied orbital energy (alpha / beta): -1.1 / -1.2 eV
expectation value of S²: 15.769

Cartesian coordinates (Å):
O -1.96326 0.23334 -0.12146
C -1.12773 -0.58085 0.40571
C -0.96592 -2.04234 -0.01482
C 0.35496 -1.53306 0.45756
C 1.58324 -1.06938 0.11433
H -1.07945 -2.28386 -1.08467
H -1.50397 -2.70850 0.67578
H 2.41639 -1.75369 -0.09930
Sm 0.23541 1.64194 -0.15688
O 1.81143 0.22951 -0.14453

Forces on atoms 1 to 3 (eV/Å):
O 1.25 1.89 -0.87
C 1.45 -3.39 0.45
C -0.64 0.17 1.61

---

(4)
A molecular structure, C33H37BCl2N9OSTc in a non-equilibrium geometry, computed with wB97M-V/def2-TZVPD.

orbital gap (alpha / beta): 5.8 / 5.1 eV
net charge: +2
multiplicity: 3
HOMO energy (alpha / beta): -13.5 / -13.5 eV
lowest unoccupied orbital energy (alpha / beta): -7.7 / -8.4 eV
expectation value of S²: 2.030

Cartesian coordinates (Å):
Tc 0.19801 0.05256 -0.44659
C -2.36459 2.79780 -0.03666
C -2.02079 1.83631 1.04121
C -2.59403 1.83689 2.30901
C -2.03575 0.76013 2.96810
N -1.18114 0.15271 2.14411
N -1.14659 0.80643 0.95358
B -0.38311 -1.15453 2.45484
N 1.09743 -0.81897 2.25989
C 2.11392 -0.95920 3.12043
C 3.21024 -0.31007 2.59682
C 2.77718 0.23416 1.38680
C 3.59661 1.06445 0.46990
N 1.49576 -0.10783 1.19057
N -0.81942 -2.16553 1.37855
C -1.31683 -3.40779 1.43523
C -1.78013 -3.75150 0.18292
C -1.51380 -2.64970 -0.63176
C -1.85785 -2.53730 -2.07129
N -0.91965 -1.70936 0.11391
N -0.59908 -1.52662 3.89375
C -1.11544 -2.56601 4.60041
C -0.97922 -2.28524 5.93353
C -0.35792 -1.01395 5.98407
C 0.01141 -0.20993 7.16666
N -0.15028 -0.59071 4.75492
H -3.02717 3.55492 0.37506
H -1.48536 3.29213 -0.44627
H -2.87424 2.29723 -0.85709
H -3.31672 2.52976 2.68464
H -2.20385 0.40883 3.96399
H 2.01128 -1.49982 4.03692
H 4.19586 -0.24023 3.00593
H 4.64730 0.81863 0.60927
H 3.32413 0.90836 -0.57072
H 3.47363 2.12209 0.71079
H -1.31498 -3.99332 2.32914
H -2.23333 -4.67178 -0.12010
H -1.89291 -3.53079 -2.51093
H -2.84401 -2.08866 -2.18381
H -1.15003 -1.92776 -2.62421
H -1.55391 -3.42601 4.14234
H -1.28028 -2.88706 6.76445
H -0.18119 -0.76459 8.07892
H 1.06347 0.06786 7.12789
H -0.56307 0.71557 7.18047
Cl 1.86882 1.14383 -3.35564
C 2.61163 2.54442 -2.68629
C 3.72636 3.08017 -3.30281
C 4.29816 4.24701 -2.81162
C 3.72174 4.91308 -1.74292
C 2.60033 4.38761 -1.12693
Cl 1.85919 5.23901 0.16111
C 2.06051 3.14464 -1.54024
S 0.81414 2.49257 -0.53690
H 4.14747 2.58446 -4.16329
H 5.18243 4.64427 -3.28275
H 4.13887 5.83428 -1.37112
N -1.15085 0.38987 -1.84752
C -2.02811 0.69676 -2.54008
C -3.19581 1.02886 -3.22402
C -3.20673 1.66923 -4.46888
C -4.41440 2.00866 -5.04565
C -5.60842 1.72270 -4.39541
C -5.60101 1.08527 -3.16122
C -4.40820 0.72790 -2.57361
H -2.27544 1.89019 -4.96552
H -4.43352 2.50366 -6.00337
H -6.54702 1.99569 -4.85121
H -6.53074 0.87231 -2.65690
H -4.38516 0.23304 -1.61418
C 1.87051 -3.14887 -0.49884
C 2.08344 -2.11784 -1.62829
C 3.57136 -1.70512 -1.65408
C 1.69513 -2.75727 -2.97636
O 1.30854 -1.00361 -1.40751
H 2.53440 -3.99426 -0.64617
H 0.84730 -3.51130 -0.51101
H 2.08843 -2.71163 0.47100
H 4.17756 -2.56646 -1.92017
H 3.88428 -1.35678 -0.67326
H 3.72790 -0.91791 -2.38821
H 2.38999 -3.55418 -3.21964
H 1.72176 -2.01946 -3.77384
H 0.69564 -3.17739 -2.91625

Forces on atoms 1 to 3 (eV/Å):
Tc 1.12 -1.31 1.74
C 0.10 -0.06 -0.15
C -0.46 0.25 0.52

---

Computed energy above the lowest of the compared OMol25 structures with the same formula, charge and spin, in the same sequence as the records: 4.154, 6.384, 0.000, 0.774 eV.
Computed molar mass, in the same sequence as the records: 106.1, 117.1, 233.4, 787.5 g/mol.